*P*
{"formula": "C2H4NPS", "method": "ωB97M-V/def2-TZVPD", "species": ["C", "C", "N", "P", "S", "H", "H", "H", "H"], "positions_angstrom": [[-0.745, 0.864, -0.032], [-1.288, -0.457, 0.032], [1.274, 0.972, 0.071], [1.946, -0.305, -0.559], [3.822, -0.516, 0.067], [-0.933, 1.805, 0.450], [-2.301, -0.253, 0.066], [-0.760, -0.968, 0.746], [-1.016, -1.140, -0.841]], "homo_energy_ev": [-9.0, -8.5], "homo_lumo_gap_ev": [8.133, 5.961], "total_charge": 0, "lumo_ev": [-0.83, -2.58]}

=====

*Q*
{"formula": "C2H4NPS", "method": "ωB97M-V/def2-TZVPD", "species": ["S", "P", "N", "C", "C", "H", "H", "H", "H"], "positions_angstrom": [[0.591, 2.996, 1.895], [1.602, 1.317, 0.335], [0.486, 0.105, 0.331], [-0.895, -0.182, -0.049], [0.269, -1.043, -0.508], [-1.378, 0.246, -1.047], [-1.652, -0.499, 0.726], [0.560, -2.064, -0.123], [0.417, -0.875, -1.561]], "smiles": "S=PN1CC1", "homo_energy_ev": [-8.8, -8.0], "homo_lumo_gap_ev": [7.531, 6.278], "total_charge": 0, "lumo_ev": [-1.25, -1.74]}

=====

*R*
{"formula": "C2H4NPS", "method": "ωB97M-V/def2-TZVPD", "species": ["S", "P", "N", "C", "C", "H", "H", "H", "H"], "positions_angstrom": [[0.600, -1.143, -2.679], [-0.570, 0.243, -2.069], [-0.523, 0.157, -0.408], [0.190, -0.592, 0.595], [-0.203, 0.791, 0.796], [1.244, -0.762, 0.164], [-0.221, -1.409, 1.338], [-1.094, 1.113, 1.417], [0.577, 1.602, 0.847]], "smiles": "S=PN1CC1", "homo_energy_ev": -9.0, "homo_lumo_gap_ev": 8.453, "total_charge": 0, "lumo_ev": -0.53}

=====

Result of the stability comparison: *R* is the most stable of them.

=====

*P*
{"formula": "C2H4NO2P", "method": "ωB97M-V/def2-TZVPD", "species": ["C", "C", "N", "O", "O", "P", "H", "H", "H", "H"], "positions_angstrom": [[-1.665, 2.105, 0.069], [1.531, -2.517, 0.549], [-0.747, 1.404, -0.425], [2.690, -2.343, 0.373], [0.040, 1.586, -1.472], [0.268, 0.122, -0.554], [-2.153, 1.875, 0.977], [-1.979, 2.884, -0.614], [1.054, -1.911, 1.274], [0.962, -3.204, -0.176]], "homo_energy_ev": -7.2, "homo_lumo_gap_ev": 7.467, "total_charge": 0, "lumo_ev": 0.26}

=====

*Q*
{"formula": "C2H4NO2P", "method": "ωB97M-V/def2-TZVPD", "species": ["C", "C", "P", "O", "N", "O", "H", "H", "H", "H"], "positions_angstrom": [[0.912, 0.296, -0.065], [-0.016, -0.777, -0.639], [-1.764, -0.508, 0.251], [-1.323, 0.026, 1.738], [-1.190, 1.156, 0.740], [0.137, 1.370, 0.443], [1.651, -0.055, 0.707], [1.517, 0.746, -0.893], [-0.386, -0.431, -1.647], [0.463, -1.822, -0.635]], "smiles": "C1Cp2on2O1", "homo_energy_ev": -9.6, "homo_lumo_gap_ev": 9.855, "total_charge": 0, "lumo_ev": 0.25}

=====

*R*
{"formula": "C2H4NO2P", "method": "ωB97M-V/def2-TZVPD", "species": ["C", "C", "P", "O", "N", "O", "H", "H", "H", "H"], "positions_angstrom": [[0.789, -0.107, -0.603], [-0.738, 0.211, -0.656], [-1.107, 0.604, 1.218], [-0.759, -0.841, 1.843], [0.410, 0.118, 1.717], [1.274, -0.265, 0.716], [1.244, -1.056, -1.073], [1.330, 0.831, -0.930], [-1.075, 1.140, -1.195], [-1.370, -0.636, -1.038]], "smiles": "C1Cp2on2O1", "homo_energy_ev": -9.6, "homo_lumo_gap_ev": 10.068, "total_charge": 0, "lumo_ev": 0.44}

=====

Result of the stability comparison: *Q* is the most stable of them.

=====

*P*
{"formula": "C4H6NO3", "method": "ωB97M-V/def2-TZVPD", "species": ["H", "N", "C", "C", "O", "O", "C", "C", "O", "H", "H", "H", "H", "H"], "positions_angstrom": [[0.027, -2.615, -0.724], [-0.168, -1.626, -0.539], [0.900, -0.940, -0.491], [0.958, 0.450, -0.071], [1.145, 1.583, -0.847], [1.981, 0.250, 1.007], [-0.595, 0.479, 0.689], [-1.822, 0.539, -0.128], [-0.684, 0.480, 1.927], [1.877, -1.362, -0.693], [2.717, 0.942, 0.893], [-2.004, -0.295, -0.762], [-1.670, 1.447, -0.754], [-2.664, 0.669, 0.493]], "smiles": "[H]/N=C/[C@]([O-])(O)C(C)=O", "homo_energy_ev": -3.2, "homo_lumo_gap_ev": 7.345, "total_charge": -1, "lumo_ev": 4.19}

=====

*Q*
{"formula": "C4H6NO3", "method": "ωB97M-V/def2-TZVPD", "species": ["C", "N", "C", "C", "C", "O", "O", "O", "H", "H", "H", "H", "H", "H"], "positions_angstrom": [[1.527, -0.252, -0.597], [0.716, 1.175, -0.733], [0.095, 0.504, 1.547], [0.049, 0.346, 0.052], [-1.206, -0.546, -0.519], [-1.469, 0.018, -1.801], [-2.147, -0.560, 0.362], [2.184, -0.810, 0.191], [1.630, -0.551, -1.650], [-0.818, 0.722, -1.945], [0.499, -0.415, 1.979], [0.679, 1.361, 1.888], [-0.919, 0.592, 1.917], [-0.821, -1.584, -0.692]], "homo_energy_ev": -2.9, "homo_lumo_gap_ev": 6.173, "total_charge": -1, "lumo_ev": 3.28}

=====

*R*
{"formula": "C4H6NO3", "method": "ωB97M-V/def2-TZVPD", "species": ["C", "C", "N", "C", "O", "C", "O", "O", "H", "H", "H", "H", "H", "H"], "positions_angstrom": [[0.105, 1.263, 0.906], [0.323, -0.068, 0.196], [-0.640, -0.530, -0.791], [-1.974, -0.491, -0.677], [-2.649, 0.178, 0.089], [1.756, -0.520, -0.219], [1.857, -1.501, -0.999], [2.675, 0.190, 0.265], [0.752, 1.204, 1.799], [-0.861, 1.521, 1.316], [0.598, 1.976, 0.248], [0.715, -0.959, 0.782], [-0.186, -1.132, -1.471], [-2.471, -1.131, -1.445]], "smiles": "C[C@@H](NC=O)C(=O)[O-]", "homo_energy_ev": -4.2, "homo_lumo_gap_ev": 8.002, "total_charge": -1, "lumo_ev": 3.84}

=====

*S*
{"formula": "C4H6NO3", "method": "ωB97M-V/def2-TZVPD", "species": ["C", "N", "C", "C", "C", "O", "O", "O", "H", "H", "H", "H", "H", "H"], "positions_angstrom": [[1.186, 0.808, -0.634], [0.946, -0.499, -0.136], [0.415, 0.952, 0.826], [-0.333, -1.037, -0.654], [-1.436, -1.245, 0.427], [-2.182, -0.255, 0.565], [-1.574, -2.405, 0.863], [2.269, 1.480, -0.548], [0.693, 1.132, -1.574], [1.235, 1.496, 1.281], [-0.342, 1.698, 0.571], [-0.006, 0.289, 1.586], [-0.792, -0.428, -1.435], [-0.078, -1.986, -1.138]], "homo_energy_ev": -4.7, "homo_lumo_gap_ev": 8.261, "total_charge": -1, "lumo_ev": 3.56}

=====

Result of the stability comparison: *R* is the most stable of them.

=====

*P*
{"formula": "C8H16N3O", "method": "ωB97M-V/def2-TZVPD", "species": ["C", "C", "C", "C", "C", "C", "C", "C", "N", "N", "N", "O", "H", "H", "H", "H", "H", "H", "H", "H", "H", "H", "H", "H", "H", "H", "H", "H"], "positions_angstrom": [[1.113, 1.613, -0.284], [2.204, -0.374, 0.314], [0.077, -0.080, -0.740], [-1.717, -1.448, 0.072], [-2.098, 0.982, -0.052], [-0.662, -0.086, 1.762], [1.402, -2.059, -1.190], [-1.048, -0.076, 0.271], [2.078, 1.040, 0.418], [1.099, -0.977, -0.283], [0.794, 2.849, -0.535], [3.219, -0.881, 0.626], [-0.274, -0.053, -1.729], [-1.128, -2.302, 0.532], [-1.834, -1.797, -0.917], [-2.649, -1.322, 0.370], [-2.152, 1.424, -0.969], [-3.064, 0.580, 0.160], [-2.223, 1.894, 0.546], [-1.427, 0.218, 2.396], [0.060, 0.766, 1.917], [-0.205, -1.011, 1.995], [1.796, -1.805, -2.213], [1.977, -2.620, -0.563], [0.376, -2.623, -1.340], [2.769, 1.597, 0.864], [0.194, 2.904, -1.336], [1.324, 3.647, -0.093]], "homo_energy_ev": -13.8, "homo_lumo_gap_ev": 10.538, "total_charge": 1, "lumo_ev": -3.27}

=====

*Q*
{"formula": "C8H16N3O", "method": "ωB97M-V/def2-TZVPD", "species": ["O", "N", "N", "C", "C", "C", "C", "C", "C", "N", "C", "C", "H", "H", "H", "H", "H", "H", "H", "H", "H", "H", "H", "H", "H", "H", "H", "H"], "positions_angstrom": [[2.485, -1.060, 1.178], [1.328, -1.436, 0.799], [0.950, -1.075, -0.299], [-0.306, -1.679, -0.619], [-1.476, -1.452, 0.415], [-2.538, -0.500, 0.080], [-2.229, 0.842, 0.603], [-0.840, 1.233, 0.289], [0.231, 1.490, 1.074], [1.493, 1.589, 0.605], [1.801, 1.395, -0.806], [1.661, -0.179, -1.239], [3.137, -0.458, 0.609], [-0.159, -2.771, -0.617], [-0.640, -1.303, -1.667], [-0.894, -1.141, 1.279], [-1.910, -2.412, 0.563], [-2.546, -0.344, -0.976], [-3.607, -0.804, 0.441], [-2.889, 1.593, 0.267], [-2.319, 0.698, 1.778], [-0.664, 0.844, -0.721], [0.168, 1.937, 2.108], [2.225, 2.049, 1.175], [2.798, 1.716, -1.206], [1.103, 1.994, -1.437], [0.995, -0.258, -2.153], [2.641, -0.509, -1.521]], "smiles": "O/N=[N+]1/CCCC/C=C/NCC1", "homo_energy_ev": -11.7, "homo_lumo_gap_ev": 7.165, "total_charge": 1, "lumo_ev": -4.58}

=====

Result of the stability comparison: *P* is the most stable of them.

=====

*P*
{"formula": "C4H8O2", "method": "ωB97M-V/def2-TZVPD", "species": ["C", "C", "O", "H", "H", "H", "H", "C", "C", "O", "H", "H", "H", "H"], "positions_angstrom": [[1.332, 2.679, -0.776], [0.410, 1.973, -0.007], [0.661, 2.123, 1.378], [1.038, 3.148, -1.760], [2.411, 2.747, -0.617], [-0.623, 2.130, -0.196], [1.595, 1.826, 1.317], [-1.408, -3.276, 0.128], [-0.384, -2.503, -0.271], [-0.593, -1.183, -0.546], [-1.670, -4.271, 0.238], [-2.367, -2.634, 0.406], [0.621, -2.912, -0.604], [-1.244, -0.793, 0.123]], "spin_multiplicity": 2, "homo_energy_ev": [-13.2, -12.1], "homo_lumo_gap_ev": [7.766, 3.058], "total_charge": 1, "lumo_ev": [-5.47, -9.05]}

=====

*Q*
{"formula": "C4H8O2", "method": "ωB97M-V/def2-TZVPD", "species": ["O", "C", "C", "H", "H", "H", "H", "C", "C", "O", "H", "H", "H", "H"], "positions_angstrom": [[1.247, 1.459, -0.615], [0.061, 1.738, -0.601], [-0.884, 1.827, 0.577], [-0.436, 1.849, -1.567], [-0.572, 2.740, 1.121], [-0.879, 0.858, 1.182], [-1.844, 2.034, 0.022], [-0.102, -1.950, 0.598], [0.621, -1.957, -0.531], [1.682, -1.243, -0.963], [-1.208, -2.222, 0.490], [0.184, -1.595, 1.604], [0.096, -2.604, -1.166], [2.035, -0.934, -0.150]], "spin_multiplicity": 2, "homo_energy_ev": [-13.7, -13.7], "homo_lumo_gap_ev": [8.583, 4.522], "total_charge": 1, "lumo_ev": [-5.16, -9.14]}

=====

Result of the stability comparison: *Q* is the most stable of them.

=====

*P*
{"formula": "C4H12BN", "method": "ωB97M-V/def2-TZVPD", "species": ["B", "C", "C", "C", "C", "N", "H", "H", "H", "H", "H", "H", "H", "H", "H", "H", "H", "H"], "positions_angstrom": [[0.234, 0.232, -0.136], [-2.856, -0.043, -0.277], [2.825, -0.418, 0.439], [-1.613, -0.315, 0.636], [1.453, -0.857, -0.184], [0.187, 1.605, -0.521], [-2.855, -0.701, -1.073], [-3.929, 0.056, 0.035], [-2.685, 0.888, -0.792], [2.613, -0.379, 1.493], [3.575, -1.059, 0.278], [3.195, 0.565, 0.149], [-1.652, 0.223, 1.556], [-1.306, -1.439, 0.730], [1.446, -1.058, -1.241], [1.056, -1.680, 0.257], [-0.523, 2.269, -0.196], [0.836, 2.111, -1.154]], "homo_energy_ev": -8.4, "homo_lumo_gap_ev": 9.023, "total_charge": 0, "lumo_ev": 0.60}

=====

*Q*
{"formula": "C4H12BN", "method": "ωB97M-V/def2-TZVPD", "species": ["B", "N", "C", "C", "C", "C", "H", "H", "H", "H", "H", "H", "H", "H", "H", "H", "H", "H"], "positions_angstrom": [[-2.037, 0.695, 0.552], [-0.675, -0.064, -0.123], [-0.212, 0.066, -1.449], [1.080, 0.921, -1.636], [-0.172, -1.191, 0.743], [0.828, -0.508, 1.710], [-2.458, 1.369, -0.339], [-2.191, 0.257, 1.673], [-0.960, 0.517, -1.987], [-0.150, -0.998, -1.738], [1.854, 0.449, -1.174], [1.214, 0.899, -2.654], [0.951, 1.839, -1.148], [0.393, -1.982, 0.324], [-0.956, -1.502, 1.285], [0.461, 0.394, 2.219], [1.240, -1.066, 2.606], [1.790, -0.096, 1.134]], "smiles": "BN(CC)CC", "homo_energy_ev": -8.4, "homo_lumo_gap_ev": 9.086, "total_charge": 0, "lumo_ev": 0.70}

=====

Result of the stability comparison: *P* is the most stable of them.

=====

*P*
{"formula": "C4H9N3O2", "method": "ωB97M-V/def2-TZVPD", "species": ["N", "C", "O", "C", "N", "C", "C", "N", "O", "H", "H", "H", "H", "H", "H", "H", "H", "H"], "positions_angstrom": [[1.582, -0.339, -0.884], [0.774, -1.232, -0.233], [0.627, -2.392, -0.549], [0.071, -0.624, 1.040], [0.821, 0.460, 1.743], [-1.349, -0.358, 0.740], [-1.719, 0.551, -0.378], [-1.203, 1.549, -1.017], [0.080, 1.979, -0.484], [1.266, 0.644, -0.957], [1.942, -0.756, -1.743], [0.078, -1.487, 1.721], [0.710, 1.308, 1.203], [1.797, 0.187, 1.654], [-1.801, -1.346, 0.485], [-2.015, -0.124, 1.608], [-2.647, 0.259, -0.846], [-0.045, 2.907, -0.758]], "smiles": "NC(=O)[C@@H](N)C/C=N\\O", "homo_energy_ev": -9.1, "homo_lumo_gap_ev": 9.667, "total_charge": 0, "lumo_ev": 0.56}

=====

*Q*
{"formula": "C4H9N3O2", "method": "ωB97M-V/def2-TZVPD", "species": ["C", "N", "C", "O", "N", "C", "N", "O", "C", "H", "H", "H", "H", "H", "H", "H", "H", "H"], "positions_angstrom": [[2.414, -1.499, 0.962], [1.580, -0.558, 0.255], [0.449, -0.032, 0.800], [-0.050, -0.407, 1.833], [0.176, 1.311, 0.228], [-0.797, 1.452, -0.545], [-1.071, 2.561, -1.272], [-1.394, 0.299, -1.124], [-2.065, -0.691, -0.355], [3.447, -1.195, 0.911], [2.295, -2.522, 0.561], [2.127, -1.533, 2.008], [1.892, -0.186, -0.626], [-0.493, 3.369, -1.124], [-1.805, 2.525, -1.956], [-1.472, -1.607, -0.384], [-3.017, -0.890, -0.849], [-2.215, -0.399, 0.679]], "smiles": "CNC(=O)/N=C(/N)OC", "homo_energy_ev": -9.3, "homo_lumo_gap_ev": 10.083, "total_charge": 0, "lumo_ev": 0.83}

=====

*R*
{"formula": "C4H9N3O2", "method": "ωB97M-V/def2-TZVPD", "species": ["H", "N", "C", "C", "N", "N", "C", "C", "O", "O", "H", "H", "H", "H", "H", "H", "H", "H"], "positions_angstrom": [[-0.527, -1.513, 0.106], [0.489, -1.370, -0.615], [1.022, -0.388, 0.238], [2.276, 0.615, 0.106], [3.490, -0.002, -0.516], [0.174, 0.059, 1.133], [-1.194, -0.383, 1.132], [-1.906, 0.261, -0.161], [-1.385, 1.388, -0.455], [-3.000, -0.179, -0.850], [2.450, 1.221, 1.177], [2.158, 1.446, -0.637], [3.320, 0.323, -1.611], [3.583, -1.028, -0.459], [0.285, 1.065, 1.436], [-1.138, -1.482, 0.877], [-1.857, -0.174, 1.926], [-3.456, -0.974, -0.281]], "smiles": "[H]/N=C(/CN)NCC(=O)O", "homo_energy_ev": -8.8, "homo_lumo_gap_ev": 8.874, "total_charge": 0, "lumo_ev": 0.06}

=====

Result of the stability comparison: *Q* is the most stable of them.

=====

*P*
{"formula": "C4H6Cl2N3", "method": "ωB97M-V/def2-TZVPD", "species": ["C", "C", "N", "C", "Cl", "Cl", "N", "C", "N", "H", "H", "H", "H", "H", "H"], "positions_angstrom": [[-0.253, 0.620, -2.220], [-0.017, 0.089, -0.843], [-0.463, 0.765, 0.217], [-0.156, 0.297, 1.581], [-1.753, 0.177, 2.482], [0.937, 1.600, 2.314], [0.457, -0.976, 1.578], [0.746, -1.602, 0.411], [0.533, -1.110, -0.729], [0.609, 0.928, -2.678], [-1.007, 1.497, -2.376], [-0.684, -0.098, -2.775], [-0.676, 1.750, 0.286], [0.543, -1.416, 2.473], [1.183, -2.521, 0.280]], "smiles": "CC1=[NH+]C(Cl)(Cl)NC=N1", "homo_energy_ev": -15.2, "homo_lumo_gap_ev": 9.910, "total_charge": 1, "lumo_ev": -5.25}

=====

*Q*
{"formula": "C4H6Cl2N3", "method": "ωB97M-V/def2-TZVPD", "species": ["C", "C", "C", "C", "N", "N", "N", "Cl", "Cl", "H", "H", "H", "H", "H", "H"], "positions_angstrom": [[0.706, 0.422, 1.236], [-0.837, -0.336, -1.162], [-0.846, 1.435, -0.355], [-0.532, -1.289, -0.018], [-1.206, -0.536, -2.277], [0.147, 1.464, 0.643], [0.308, -0.818, 0.988], [-2.491, 1.579, 0.283], [-2.171, -1.792, 0.681], [1.555, 0.795, 1.890], [-0.691, 2.151, -1.123], [-0.209, -2.173, -0.359], [-1.261, -1.251, -2.972], [0.390, 2.459, 0.758], [0.624, -1.657, 1.411]], "homo_energy_ev": -13.0, "homo_lumo_gap_ev": 8.509, "total_charge": 1, "lumo_ev": -4.53}

=====

Result of the stability comparison: *P* is the most stable of them.